Record 1
C5H6N | ωB97M-V/def2-TZVPD

The geometry in ORCA input format:
```
! wB97M-V def2-TZVPD RIJCOSX def2/J DEFGRID3
* xyz 1 3
C -2.45005 0.02967 0.00894
C -0.09980 1.25212 -0.09005
C 0.04650 -0.17077 -0.68403
C -1.13556 0.30045 0.43530
C 0.53973 -1.21552 0.03180
N -3.55096 -0.19110 -0.17199
H -0.43033 2.02330 -0.92170
H 0.62747 1.52827 0.52182
H -0.42519 -0.39163 -1.60783
H -0.89433 -0.02633 1.55192
H 0.66013 -2.23948 -0.54804
H 0.98427 -1.06409 1.09052
*
```

Properties
- Molecular weight: 80.110 u
- Lowest unoccupied orbital energy (spin up / spin down): -3.88 / -10.47 eV
- Gap between HOMO and LUMO (spin up / spin down): 9.34 / 6.91 eV

=====

Record 2
C5H6N2 | ωB97M-V/def2-TZVPD

The geometry in ORCA input format:
```
! wB97M-V def2-TZVPD RIJCOSX def2/J DEFGRID3
* xyz 0 1
N 2.26173 0.35287 1.82595
C 1.69881 0.34068 0.81868
C 1.08826 0.35486 -0.50742
C -0.05039 -0.57335 -0.89571
C -0.79665 -1.28522 0.12154
C -0.94050 1.05433 0.43391
N -0.22848 0.88190 -0.73310
H 1.79586 0.56513 -1.30897
H 0.09379 -0.99035 -1.89414
H -1.83736 -1.12851 0.31445
H -0.55568 -2.33773 0.26321
H -2.02791 1.06483 0.36733
H -0.50146 1.70057 1.19425
*
```

Properties
- Molecular weight: 94.117 u
- Lowest unoccupied orbital energy (spin up / spin down): 0.09 / -0.20 eV
- Gap between HOMO and LUMO (spin up / spin down): 8.82 / 8.03 eV

=====

Record 3
C5H6N2 | ωB97M-V/def2-TZVPD

The geometry in ORCA input format:
```
! wB97M-V def2-TZVPD RIJCOSX def2/J DEFGRID3
* xyz 0 1
C -0.53158 -0.69288 -1.27776
C 0.56425 -0.61227 -0.24594
C -0.59070 0.78073 1.18322
C 1.84986 -0.40817 -0.39949
N -1.45907 0.20508 1.88699
C -1.03470 0.69594 -1.20753
N -1.08778 1.36652 -0.21947
H -1.28039 0.28409 2.88630
H -0.15171 -1.06575 -2.23250
H -1.37942 -1.30567 -0.96522
H 0.27065 1.36425 1.50543
H 2.31068 -0.20810 -1.36991
H 2.51990 -0.40378 0.45589
*
```

Properties
- Molecular weight: 94.117 u
- Lowest unoccupied orbital energy (spin up / spin down): -0.85 / -0.43 eV
- Gap between HOMO and LUMO (spin up / spin down): 7.16 / 8.39 eV

=====

Record 4
C5H6N2 | ωB97M-V/def2-TZVPD

The geometry in ORCA input format:
```
! wB97M-V def2-TZVPD RIJCOSX def2/J DEFGRID3
* xyz 0 1
C -3.69208 -1.79777 -2.10963
C -1.61194 -0.86485 -1.21957
C -0.74602 -0.17966 -0.75717
N -2.63120 -1.40631 -1.74930
N 0.74667 0.53723 1.93158
C 0.57001 0.53725 -0.51363
C 1.43592 0.24346 0.70684
H -0.09668 1.09757 1.68735
H 0.45909 -0.28091 2.48857
H 1.09297 0.38722 -1.45040
H 0.46022 1.65356 -0.42960
H 1.71626 -0.82611 0.82637
H 2.29679 0.89933 0.58859
*
```

Properties
- Molecular weight: 94.117 u
- Lowest unoccupied orbital energy: 0.60 eV
- Gap between HOMO and LUMO: 10.13 eV

=====

Record 5
C5H6N2 | ωB97M-V/def2-TZVPD

The geometry in ORCA input format:
```
! wB97M-V def2-TZVPD RIJCOSX def2/J DEFGRID3
* xyz 0 1
N 1.27820 0.95507 -3.49447
C 0.92496 0.65164 -2.38848
C 0.33803 0.51380 -1.09311
C 0.90958 0.32958 0.10725
N 0.57553 -0.37086 1.25278
C -0.63675 -1.30281 1.07013
C -0.89948 0.26164 1.33114
H -0.80407 0.34582 -1.08257
H 1.96929 0.20573 -0.12404
H -0.88124 -2.02537 1.79851
H -0.69616 -1.37960 -0.22133
H -0.81409 1.25632 0.51568
H -1.26379 0.55904 2.32851
*
```

Properties
- Molecular weight: 94.117 u
- Structure (SMILES): N#C/C=C/N1CC1
- Lowest unoccupied orbital energy: -0.02 eV
- Gap between HOMO and LUMO: 9.69 eV

=====

Record 6
C5H6N2 | ωB97M-V/def2-TZVPD

The geometry in ORCA input format:
```
! wB97M-V def2-TZVPD RIJCOSX def2/J DEFGRID3
* xyz 0 1
C -1.27557 -0.13308 1.74593
C 0.27569 0.01028 -0.05394
C 1.48656 0.35171 -0.89887
C 0.23735 -0.09173 -1.60586
C -0.38903 0.66422 1.00527
N -1.37368 -1.38478 1.23952
N -0.76343 -1.93407 0.38487
H -2.00709 0.18512 2.46175
H 1.68439 1.40279 -0.64223
H 2.41515 -0.25827 -0.83060
H -0.54671 0.58605 -2.06507
H 0.22438 -0.96156 -2.13045
H 0.03199 1.56332 1.38968
*
```

Properties
- Molecular weight: 94.117 u
- Lowest unoccupied orbital energy: -0.09 eV
- Gap between HOMO and LUMO: 7.58 eV

=====

Record 7
C5H6N2 | ωB97M-V/def2-TZVPD

The geometry in ORCA input format:
```
! wB97M-V def2-TZVPD RIJCOSX def2/J DEFGRID3
* xyz 0 1
C -0.73116 1.73184 -0.12529
C -1.29320 0.12367 -0.31137
C -0.76323 3.05208 0.31172
C 0.18633 -1.73279 -0.74781
C 0.73499 -2.64047 0.33832
N -0.68897 4.25267 0.54136
N -0.44346 -0.68955 -0.52551
H 0.01890 1.64153 -0.84779
H 0.52652 -1.89065 -1.82990
H 1.75368 -2.33462 0.60761
H 0.83377 -3.67791 0.05534
H 0.01649 -2.52344 1.26679
H -0.15066 4.68764 1.26652
*
```

Properties
- Molecular weight: 94.117 u
- Lowest unoccupied orbital energy (spin up / spin down): 0.72 / 0.72 eV
- Gap between HOMO and LUMO (spin up / spin down): 8.47 / 8.47 eV

=====

Record 8
C5H6N2 | ωB97M-V/def2-TZVPD

The geometry in ORCA input format:
```
! wB97M-V def2-TZVPD RIJCOSX def2/J DEFGRID3
* xyz 0 1
C 1.87840 0.37050 1.58465
C 1.62406 -0.91793 1.35710
C -1.32289 0.68335 -0.29633
C -1.28985 -0.27883 -1.20261
C 1.29588 -0.03357 0.30012
N 1.46042 0.01399 -2.04282
N 1.67911 -0.01328 -0.92804
H 2.11778 1.19977 2.13671
H 1.71437 -1.91672 1.66033
H -2.12760 0.54794 0.44679
H -0.77574 1.54419 -0.48756
H -0.37260 -0.35308 -1.90933
H -1.91439 -1.18536 -1.05308
*
```

Properties
- Molecular weight: 94.117 u
- Lowest unoccupied orbital energy (spin up / spin down): 0.73 / 0.73 eV
- Gap between HOMO and LUMO (spin up / spin down): 7.77 / 7.77 eV